Entry from the OMol25 dataset: 5 unconnected molecules or ions with the total composition C51H109ClIN5O6S2 at a distorted geometry (ωB97M-V with the def2-TZVPD basis set).

The geometry in ORCA input format:
```
! RIJCOSX wB97M-V def2-TZVPD def2/J DEFGRID3
* xyz 0 1
C -1.965 -4.493 5.405
C -1.192 -3.343 6.154
C -2.094 -2.061 6.321
C -1.393 -0.722 5.830
C -1.505 0.325 6.990
C -1.240 1.753 6.372
C -0.025 2.500 7.063
C 1.045 2.763 5.954
C 0.546 3.845 4.917
C 1.449 3.744 3.656
C 0.800 4.300 2.344
C 0.406 3.149 1.344
C 1.681 2.488 0.748
C 1.639 0.896 0.803
C 1.756 0.161 -0.551
N 3.178 -0.189 -0.775
C 4.063 0.725 -0.629
C 5.070 0.578 0.553
C 4.342 1.943 -1.528
O 1.437 0.940 -1.746
S -0.115 1.430 -1.959
O -0.057 2.876 -1.895
O -1.054 1.025 -0.651
C -1.524 -0.342 -0.659
C -2.035 -0.835 -2.053
S -3.601 -1.768 -2.012
O -4.413 -1.423 -0.872
O -3.380 -3.182 -2.209
C -0.428 -1.262 0.033
C -1.070 -2.708 0.102
C -2.329 -2.740 1.003
O -2.528 -1.954 1.836
Cl -3.549 -4.061 0.858
C 0.977 -1.238 -0.640
C 1.883 -2.472 -0.332
C 2.524 -2.524 1.089
C 1.564 -2.386 2.300
I 2.792 -2.634 4.099
H -1.787 -5.469 5.893
H -1.692 -4.578 4.336
H -3.045 -4.242 5.443
H -0.300 -3.045 5.567
H -0.906 -3.678 7.169
H -3.063 -2.136 5.794
H -2.304 -1.951 7.405
H -1.962 -0.400 4.934
H -0.346 -0.891 5.512
H -0.787 0.101 7.803
H -2.535 0.338 7.398
H -2.109 2.437 6.443
H -1.031 1.627 5.289
H 0.449 1.888 7.853
H -0.356 3.494 7.423
H 2.015 3.104 6.372
H 1.253 1.849 5.352
H -0.530 3.724 4.689
H 0.674 4.818 5.441
H 1.738 2.685 3.483
H 2.368 4.337 3.862
H 1.439 5.043 1.827
H -0.162 4.778 2.633
H -0.234 3.628 0.580
H -0.235 2.459 1.930
H 1.978 2.882 -0.237
H 2.514 2.759 1.440
H 2.418 0.555 1.514
H 0.688 0.710 1.347
H 5.507 1.548 0.852
H 4.623 0.013 1.390
H 5.909 -0.051 0.170
H 3.620 1.997 -2.363
H 5.385 1.947 -1.907
H 4.237 2.854 -0.903
H -2.411 -0.312 0.012
H -1.285 -1.533 -2.478
H -2.223 -0.022 -2.784
H -4.315 -1.380 -3.131
H -0.431 -0.966 1.102
H -0.368 -3.372 0.653
H -1.211 -3.181 -0.886
H 0.769 -1.341 -1.737
H 2.700 -2.589 -1.073
H 1.335 -3.435 -0.457
H 3.048 -3.503 1.176
H 3.322 -1.765 1.193
H 1.203 -1.347 2.368
H 0.769 -3.143 2.373
C -0.118 4.679 -5.310
C 0.905 4.374 -6.396
N 2.245 4.130 -5.889
C 3.254 4.084 -6.938
C 3.171 2.954 -7.969
C 2.361 3.098 -4.872
C 1.895 1.682 -5.231
H 0.186 5.540 -4.713
H -1.082 4.909 -5.768
H -0.273 3.830 -4.641
H 0.940 5.242 -7.061
H 0.536 3.533 -7.002
H 4.247 4.067 -6.477
H 3.214 5.036 -7.479
H 3.521 2.006 -7.559
H 3.814 3.186 -8.821
H 2.160 2.816 -8.355
H 1.800 3.424 -3.990
H 3.397 3.052 -4.524
H 0.957 1.677 -5.790
H 1.731 1.106 -4.316
H 2.646 1.145 -5.810
C 9.136 1.385 -1.015
C 8.881 1.802 -2.456
N 8.590 3.218 -2.617
C 8.110 3.553 -3.951
C 9.068 3.361 -5.131
C 9.571 4.137 -2.061
C 11.010 4.048 -2.581
H 8.286 1.638 -0.376
H 9.285 0.305 -0.965
H 10.032 1.852 -0.602
H 8.017 1.230 -2.810
H 9.736 1.486 -3.070
H 7.754 4.588 -3.952
H 7.215 2.950 -4.143
H 9.817 4.152 -5.176
H 8.508 3.402 -6.068
H 9.579 2.398 -5.101
H 9.595 3.996 -0.976
H 9.212 5.162 -2.186
H 11.353 3.018 -2.693
H 11.686 4.541 -1.877
H 11.126 4.557 -3.536
C -8.761 0.698 0.709
C -8.072 1.987 1.136
N -7.278 1.857 2.346
C -6.830 3.137 2.875
C -5.858 3.966 2.028
C -6.274 0.803 2.338
C -5.194 0.851 1.252
H -9.404 0.313 1.502
H -9.385 0.888 -0.167
H -8.045 -0.077 0.433
H -8.857 2.728 1.317
H -7.477 2.363 0.291
H -6.388 2.979 3.863
H -7.720 3.749 3.061
H -4.844 3.567 2.070
H -5.813 4.986 2.416
H -6.166 4.030 0.983
H -6.789 -0.159 2.258
H -5.789 0.762 3.318
H -5.595 1.115 0.272
H -4.725 -0.130 1.158
H -4.402 1.557 1.505
C -5.451 -5.960 -1.630
C -6.274 -7.217 -1.389
N -5.663 -8.430 -1.909
C -6.562 -9.575 -1.891
C -7.032 -10.100 -0.531
C -4.305 -8.699 -1.464
C -4.061 -8.841 0.043
H -5.254 -5.814 -2.694
H -5.998 -5.087 -1.268
H -4.499 -5.985 -1.100
H -7.238 -7.075 -1.888
H -6.490 -7.295 -0.313
H -6.100 -10.399 -2.445
H -7.450 -9.309 -2.475
H -6.254 -10.673 -0.027
H -7.880 -10.774 -0.671
H -7.362 -9.299 0.133
H -3.659 -7.898 -1.836
H -3.933 -9.595 -1.969
H -4.600 -8.094 0.627
H -2.996 -8.714 0.256
H -4.338 -9.831 0.405
*
```

Its orbital gap is 7.9 eV. For the HOMO energy, the calculation gives -7.904 eV. The total energy comes out at -4287.84195 Ha. For the LUMO energy, the calculation gives -0.025 eV. The calculation puts the strongest force on any atom at 3.25 eV Å⁻¹. The energy above the lowest of the compared OMol25 structures with the same formula, charge and spin comes out at 0.0 kcal per mole.